Record 1
19
Properties=species:S:1:pos:R:3 method="wB97M-V/def2-TZVPD" max_force_ev_per_a=5.32 molar_mass_g_mol=186.59 lumo_energy_ev=-0.20 e_above_lowest_kj_mol=260.7 total_energy_ha=-994.85403 gap_ev=7.884 e_homo_ev=-8.09
H 0.4179 -3.3451 -0.9535
H -1.6687 3.3764 1.1349
H 1.2109 -2.3583 1.1548
O 1.0405 2.9842 2.0121
C 0.2757 -2.3409 -0.8183
C -0.2525 2.6032 2.0942
H 0.4635 0.0960 1.5741
C 0.6838 -1.7455 0.3810
H 0.9456 3.9466 2.4590
H -0.8074 -2.1918 -2.5292
Cl -0.5875 1.3772 3.3613
C -0.5649 0.2609 -0.2493
H -1.4854 -0.0152 -2.2735
O -1.7715 2.3788 -0.2497
C 0.2623 -0.4095 0.6728
C -0.5140 -1.6909 -1.6741
C -0.9701 1.5950 0.1405
O -1.2123 3.4977 1.9562
C -0.9884 -0.4141 -1.3833

Record 2
13
Properties=species:S:1:pos:R:3 method="wB97M-V/def2-TZVPD" max_force_ev_per_a=3.72 molar_mass_g_mol=98.10 lumo_energy_ev="-0.30 / 0.71" e_above_lowest_kj_mol=430.0 total_energy_ha=-344.43815 gap_ev="6.894 / 9.048" e_homo_ev="-7.19 / -8.34"
H 1.7586 0.5728 1.1748
C -0.4276 -0.9444 -0.4499
H -1.0995 -0.5147 1.5647
H 0.1293 2.2699 -0.8476
O -1.1040 1.1629 0.3537
H 1.1963 -0.0058 -1.7343
C 0.0051 1.2817 -0.4178
C 1.5304 -0.1703 0.4031
O -0.5618 -2.0572 -0.9102
C 0.7321 0.0796 -0.7525
H 1.5494 -1.1487 0.8738
H -2.4178 -0.4013 0.3549
C -1.3546 -0.2269 0.5388

Record 3
21
Properties=species:S:1:pos:R:3 method="wB97M-V/def2-TZVPD" charge=+1 max_force_ev_per_a=5.07 molar_mass_g_mol=144.17 lumo_energy_ev="-4.20 / -4.31" e_above_lowest_kj_mol=393.5 total_energy_ha=-502.71663 gap_ev="8.286 / 8.375" e_homo_ev="-12.49 / -12.69"
C 0.1344 0.7064 -0.0699
H -0.5751 2.0002 -1.4372
H 0.3905 -2.5104 0.1769
C 0.7343 0.8559 1.3013
C -2.6062 -1.1613 -0.0065
H -0.0924 2.7312 -0.1345
H 1.5866 1.4602 1.1605
H -0.1673 1.2959 1.8574
C -2.4800 0.1765 0.0928
H -1.7655 -3.0478 0.4750
H -3.5816 -1.4997 0.0436
H -0.3346 -0.4201 -1.7512
H 1.2409 2.1244 -0.9773
C -1.5533 -2.0259 0.1285
H 0.8649 -0.2004 1.6794
H 1.8583 -1.3963 -1.5885
F -3.2043 1.2843 0.0825
C -0.2732 -1.7617 -0.1467
O 1.6184 -0.5746 -1.1795
N 0.2559 1.9306 -0.7790
C 0.2487 -0.5335 -0.8741